(1)
C2H3NOS3 | wB97M-V/def2-TZVPD

Its structure (SMILES) is N=C=S.O=CSS. For the HOMO energy, the calculation gives -9.29 eV. For the total energy, the calculation gives -1402.53694 hartree. The gap between HOMO and LUMO is 9.498 eV.

```
! RIJCOSX wB97M-V def2-TZVPD def2/J DEFGRID3
* xyz 0 1
N 2.4852 -0.7276 -1.0658
C 1.3163 -0.7787 -1.3318
S -0.1285 -1.2615 -1.7107
H 3.2636 -0.3078 -0.5606
O 0.1390 0.0826 1.1879
C -0.9554 -0.0611 1.6219
S -2.4278 0.6106 0.8763
S -1.5585 1.9387 -0.4694
H -1.1538 -0.4222 2.5932
H -0.9802 0.9271 -1.1411
*
```

(2)
C2H3NOS3 | wB97M-V/def2-TZVPD

For the HOMO energy, the calculation gives -8.99 eV. For the total energy, the calculation gives -1402.45345 hartree. The gap between HOMO and LUMO is 7.397 eV.

```
! RIJCOSX wB97M-V def2-TZVPD def2/J DEFGRID3
* xyz 0 1
C -0.0674 0.7680 -0.1723
C 0.7098 -0.4450 -0.1585
N -0.2294 1.8964 -0.0225
O 2.6923 1.3645 -0.1282
S 2.4084 -0.2280 -0.0229
S -2.2121 -0.7137 0.5325
S 0.3126 -2.0270 0.0286
H 1.9092 1.9999 -0.5133
H -3.4193 -0.6692 -0.1335
H -2.1042 -1.9459 0.5903
*
```

(3)
C2H3NP2 | wB97M-V/def2-TZVPD

For the HOMO energy (alpha / beta), the calculation gives -8.67 / -8.38 eV. For the total energy, the calculation gives -815.20752 hartree. The gap between HOMO and LUMO (alpha / beta) is 7.264 / 6.099 eV.

```
! RIJCOSX wB97M-V def2-TZVPD def2/J DEFGRID3
* xyz 0 1
C 1.9265 -0.0053 -0.4325
C -1.4886 0.8056 0.0590
N -0.6750 1.6608 0.0074
P -1.3374 -1.1559 -0.1615
P 0.7666 -0.9106 0.2758
H 1.8862 1.0541 -0.5917
H -2.3693 0.6689 0.6533
H 1.2911 -2.1177 0.1903
*
```

(4)
C2H3NP2 | wB97M-V/def2-TZVPD

For the HOMO energy, the calculation gives -7.86 eV. For the total energy, the calculation gives -815.32223 hartree. The gap between HOMO and LUMO is 6.836 eV.

```
! RIJCOSX wB97M-V def2-TZVPD def2/J DEFGRID3
* xyz 0 1
C 1.5717 1.9171 -0.5812
C -0.2642 0.2919 -0.3994
N 0.7987 1.0301 -0.5203
P -1.0987 -0.1499 1.1035
P -1.2400 -2.1719 0.7692
H 2.6328 1.8582 -0.7625
H -0.4889 -0.2070 -1.3978
H -1.9113 -2.5685 1.7886
*
```